DFT (ωB97M-V/def2-TZVPD) results for one molecule with the formula C14H27N3O3S.

Geometry as XYZ:
```
48
Properties=species:S:1:pos:R:3:forces:R:3
S 4.157 -0.738 1.100 0.04 -0.41 0.10
O 1.325 -0.583 -2.853 -0.30 0.11 0.22
O 0.658 2.560 0.244 0.34 -0.21 0.02
O -0.255 1.190 3.937 0.18 1.09 0.03
N 0.605 0.322 0.409 0.32 -1.65 -0.82
N 1.323 2.509 3.113 2.11 1.43 -1.87
N 1.207 1.597 -2.347 0.17 1.85 -0.11
C -2.731 -0.774 0.517 0.30 0.98 -0.26
C -2.098 -3.102 0.148 1.05 -0.50 0.50
C -0.629 -1.413 -0.909 1.07 1.16 0.96
C 0.006 0.024 -0.893 -1.50 0.05 -0.20
C 3.267 1.849 1.711 -0.77 -1.05 -0.14
C 2.144 2.052 -3.397 -0.43 -1.80 0.19
C 5.325 -1.324 -0.186 -1.31 0.56 -0.75
C 3.882 0.980 0.586 -0.40 0.27 0.10
C 0.972 1.515 0.826 -0.84 2.23 0.15
C 0.895 0.316 -2.137 0.74 -1.09 0.28
C -0.261 3.483 4.680 -0.28 -1.26 -0.11
C -1.570 -1.713 0.296 0.98 0.58 0.26
C 0.263 2.316 3.887 -1.70 -2.47 0.42
C 1.806 1.583 2.083 -0.08 -1.97 1.24
H -2.663 -3.341 1.045 -0.05 -0.44 0.00
H -0.967 -1.674 1.241 -0.29 -0.14 -0.67
H 5.643 -2.338 0.028 -0.05 -0.03 0.24
H 1.691 3.454 3.028 -0.27 -0.30 0.03
H 1.743 1.752 -4.381 0.31 0.29 0.31
H -1.204 -3.731 0.042 -0.58 -0.48 0.04
H 3.306 1.016 -0.359 0.21 0.07 0.46
H 0.717 -0.459 1.029 0.34 -0.16 0.10
H 2.313 3.114 -3.341 -0.20 0.30 0.12
H 4.817 -1.310 -1.178 0.32 -0.10 0.66
H -2.726 -3.192 -0.716 -0.36 -0.14 -0.52
H -0.539 4.253 4.006 -0.12 0.97 -0.56
H 0.511 3.799 5.347 0.31 0.48 0.62
H -2.365 0.221 0.796 -0.22 -0.03 -0.01
H 3.297 2.869 1.449 0.37 1.36 -0.71
H -0.824 0.715 -0.970 -0.34 0.39 -0.16
H 4.858 1.410 0.431 0.41 0.15 -0.39
H 1.767 0.578 2.545 -0.04 0.37 -0.07
H -3.352 -1.142 1.331 -0.07 0.02 -0.02
H -1.157 -1.541 -1.847 -0.04 -0.02 -0.21
H 0.875 2.313 -1.699 -0.02 -0.53 0.01
H 0.244 -2.086 -0.902 -0.49 -0.20 -0.06
H 6.164 -0.655 -0.231 0.52 0.18 0.06
H 3.094 1.523 -3.238 -0.12 0.20 -0.26
H 3.839 1.733 2.606 0.54 -0.13 0.61
H -1.161 3.147 5.197 0.31 0.06 0.14
H -3.338 -0.668 -0.386 -0.08 -0.06 0.03
```
Forces are in eV/Å.

The value obtained for the HOMO-LUMO gap is 9.4 eV. Its SMILES is CNC(=O)[C@@H](CC(C)C)NC(=O)[C@@H](CCSC)NC(C)=O. The value obtained for the lowest unoccupied orbital energy is 0.02493 hartree. The net charge is 0. The energy above the lowest of the compared OMol25 structures with the same formula, charge and spin comes out at 0.0 kcal per mole.


DFT (ωB97M-V/def2-TZVPD) results for C11H10Cl2N3ORh as an isolated structure.

Geometry as XYZ:
```
28
Properties=species:S:1:pos:R:3:forces:R:3
Rh 0.879 1.384 -0.644 0.95 -0.28 1.16
Cl -1.032 2.582 -1.466 -1.27 -0.32 -0.36
Cl -0.667 5.374 -0.552 0.03 -0.01 0.05
O 4.825 0.613 -1.892 0.18 0.18 0.01
N 0.954 0.920 1.411 0.59 0.21 -1.37
N 0.126 -0.437 -0.720 -0.24 0.37 -0.47
N 2.726 1.261 -0.989 0.57 0.49 0.12
C -0.175 -1.054 -1.849 -0.01 -0.11 0.01
C -0.879 -1.975 2.976 0.03 0.07 -0.10
C -1.195 -2.697 1.858 0.01 0.05 -0.01
C -0.189 -0.744 2.866 0.09 -0.06 0.23
C 3.812 0.911 -1.438 -0.80 -0.69 0.29
C -0.845 -2.214 0.572 -0.11 -0.18 0.01
C -1.088 4.382 -1.901 0.29 0.53 0.23
C -0.829 -2.292 -1.843 0.04 -0.04 0.10
C 0.180 -0.289 1.636 -0.06 0.09 0.37
C -1.168 -2.862 -0.641 0.01 -0.01 -0.06
C -0.165 -0.992 0.492 -0.16 -0.16 -0.32
H -0.387 4.521 -2.714 0.01 -0.16 -0.04
H 0.748 1.644 2.099 -0.14 0.25 -0.24
H 1.959 0.735 1.455 0.04 -0.09 0.36
H 0.060 -0.187 3.762 0.00 -0.03 0.00
H -1.147 -2.342 3.957 -0.03 0.03 0.00
H -1.686 -3.813 -0.614 -0.01 0.02 0.00
H -1.064 -2.768 -2.784 0.02 0.01 0.00
H 0.103 -0.569 -2.778 -0.04 0.05 0.00
H -1.737 -3.630 1.938 0.05 -0.02 0.01
H -2.119 4.539 -2.196 -0.05 -0.18 0.02
```
Forces are in eV/Å.

The value obtained for the HOMO-LUMO gap (spin up / spin down) is 6.4 / 6.5 eV. The value obtained for the lowest unoccupied orbital energy (spin up / spin down) is -0.36440 / -0.36194 hartree. The net charge is +2.


DFT (ωB97M-V/def2-TZVPD) results for C2H5CuO2 as an isolated structure.

Geometry as XYZ:
```
10
Properties=species:S:1:pos:R:3:forces:R:3
Cu 1.564 1.101 0.392 0.42 0.59 0.13
O 2.258 -0.606 0.169 -1.65 -2.00 -0.78
O -0.156 1.470 0.124 0.01 0.53 0.06
C -1.471 -0.419 -0.364 -0.94 0.36 0.69
C -1.255 0.983 -0.217 -0.74 -0.89 0.31
H -2.129 1.652 -0.227 0.26 0.23 -0.48
H 1.617 -1.365 -0.095 1.73 1.51 0.53
H -1.011 -1.083 0.371 0.28 -0.07 -0.53
H 2.972 -0.986 0.698 0.32 -0.22 0.18
H -2.389 -0.749 -0.852 0.31 -0.03 -0.11
```
Forces are in eV/Å.

The value obtained for the HOMO-LUMO gap (spin up / spin down) is 10.1 / 8.5 eV. The spin multiplicity is 3. The value obtained for the lowest unoccupied orbital energy (spin up / spin down) is -0.37559 / -0.50731 hartree. The net charge is +2. The energy above the lowest of the compared OMol25 structures with the same formula, charge and spin comes out at 0.0 kcal per mole. As for the expectation value of S²: 2.0106.


DFT (ωB97M-V/def2-TZVPD) results for C2H2FLaO as an isolated structure.

Geometry as XYZ:
```
7
Properties=species:S:1:pos:R:3:forces:R:3
La 3.220 0.064 0.003 -2.43 -0.59 -0.04
F -1.788 -0.422 0.031 2.38 -0.42 -0.65
O -0.551 1.350 0.006 -1.23 0.31 -0.32
C -0.421 0.022 -0.101 -2.81 0.70 1.76
C 0.663 -0.732 -0.021 1.82 -0.10 -0.49
H -1.550 1.520 0.101 2.11 -0.17 -0.25
H 0.426 -1.803 -0.019 0.16 0.28 -0.02
```
Forces are in eV/Å.

The value obtained for the HOMO-LUMO gap (spin up / spin down) is 5.6 / 7.1 eV. The spin multiplicity is 2. The value obtained for the lowest unoccupied orbital energy (spin up / spin down) is -0.20361 / -0.19945 hartree. The net charge is +1. The energy above the lowest of the compared OMol25 structures with the same formula, charge and spin comes out at 12.9 kcal per mole. As for the expectation value of S²: 0.7507.


DFT (ωB97M-V/def2-TZVPD) results for one molecule with the formula H4I2Si2.

Geometry as XYZ:
```
8
Properties=species:S:1:pos:R:3:forces:R:3
I -2.414 1.906 0.013 0.69 -0.41 0.13
I -2.388 -2.009 -0.057 1.08 0.91 0.24
Si -0.860 0.003 0.504 -1.71 -0.38 0.37
Si 1.228 0.108 -0.432 0.01 -3.32 -1.63
H 1.088 0.126 -1.926 0.06 0.16 0.41
H -0.634 -0.029 1.973 -0.25 -0.03 -0.15
H 2.001 1.157 0.031 0.97 1.68 0.78
H 1.979 -1.261 -0.106 -0.85 1.39 -0.16
```
Forces are in eV/Å.

The value obtained for the HOMO-LUMO gap is 9.0 eV. Its SMILES is [SiH3][SiH](I)I. The value obtained for the lowest unoccupied orbital energy is -0.01724 hartree. The net charge is 0. The energy above the lowest of the compared OMol25 structures with the same formula, charge and spin comes out at 3.3 kcal per mole.


DFT (ωB97M-V/def2-TZVPD) results for an isolated ion of composition C5H4NO5 and charge -1.

Geometry as XYZ:
```
15
Properties=species:S:1:pos:R:3:forces:R:3
O -0.615 0.181 0.948 0.16 0.35 -0.52
O -2.958 2.924 -2.032 -0.01 0.41 -0.45
O 0.366 -2.513 -1.064 1.19 -3.06 -0.40
O 0.609 1.482 -0.552 -1.36 0.02 0.48
O -0.665 -0.615 -1.349 -1.47 1.75 -0.93
N -2.259 2.357 -1.238 -1.58 0.58 -0.74
C -0.438 1.023 -0.136 -0.22 0.09 0.58
C 1.674 -0.653 0.991 -0.74 4.00 -1.55
C 0.208 -1.003 0.791 -1.07 0.70 1.33
C -0.072 -1.467 -0.683 0.34 1.09 1.43
C -1.782 1.773 -0.368 2.67 -1.44 0.79
H 2.030 -0.222 1.919 -0.85 0.48 0.58
H -0.185 -1.771 1.577 0.73 1.36 -1.43
H 2.058 0.076 0.153 -0.63 -2.07 1.50
H 2.027 -1.572 1.044 2.83 -4.25 -0.66
```
Forces are in eV/Å.

The value obtained for the HOMO-LUMO gap is 8.9 eV. Its SMILES is C[C@@H](OC(=O)C#[N+][O-])C(=O)[O-]. The value obtained for the lowest unoccupied orbital energy is 0.13481 hartree. The net charge is -1. The energy above the lowest of the compared OMol25 structures with the same formula, charge and spin comes out at 57.4 kcal per mole.


DFT (ωB97M-V/def2-TZVPD) results for one molecule with the formula H4N4O2.

Geometry as XYZ:
```
10
Properties=species:S:1:pos:R:3:forces:R:3
O 2.126 -1.237 -0.101 0.53 -3.07 -0.05
O 3.217 0.577 -0.251 4.13 2.38 -1.01
N -0.113 -0.076 0.765 1.80 1.48 0.79
N -0.802 -0.496 -0.319 -0.69 -0.14 -2.82
N 2.303 -0.070 0.036 -4.11 -0.63 -0.02
N 1.222 0.600 0.512 -2.60 -1.70 2.39
H -1.188 0.288 -0.947 1.06 -1.75 1.56
H 1.144 1.498 0.130 -0.15 1.43 -0.39
H -0.019 -0.882 1.408 0.62 1.04 -0.53
H -0.299 -1.245 -0.838 -0.58 0.98 0.08
```
Forces are in eV/Å.

The value obtained for the HOMO-LUMO gap is 10.6 eV. Its SMILES is NNN[N+](=O)[O-]. The value obtained for the lowest unoccupied orbital energy is 0.02594 hartree. The net charge is 0. The energy above the lowest of the compared OMol25 structures with the same formula, charge and spin comes out at 17.1 kcal per mole.


DFT (ωB97M-V/def2-TZVPD) results for a 6-piece molecular cluster, C8H23N5O13S overall.

Geometry as XYZ:
```
50
Properties=species:S:1:pos:R:3:forces:R:3
S -33.997 33.815 17.815 -0.12 0.14 0.31
O -29.389 27.729 15.054 -3.02 -0.36 -1.17
O -35.061 31.477 10.971 0.16 -0.75 -0.24
O -32.430 27.086 11.406 -4.64 0.68 2.77
O -31.492 27.344 14.304 2.16 0.75 0.97
O -29.408 34.467 13.430 -0.27 -0.09 0.37
O -34.041 28.665 16.536 -0.36 0.15 0.55
O -29.608 32.352 12.952 -0.23 0.31 0.45
O -33.972 29.835 10.026 -1.04 -1.14 -1.10
O -33.795 29.909 14.819 0.33 2.14 -0.40
O -34.314 33.919 16.147 0.03 0.55 2.42
O -32.986 34.793 18.197 -1.20 -0.91 -0.75
O -35.282 33.778 18.511 1.71 0.34 -1.57
O -30.275 27.352 11.312 4.47 1.82 2.10
N -30.482 28.027 14.476 0.79 -0.42 0.24
N -34.082 30.773 10.742 2.02 1.77 0.41
N -34.151 28.904 15.353 1.50 -0.96 0.02
N -29.346 33.508 12.699 0.48 -0.48 -1.66
N -31.352 27.017 10.849 -0.28 -2.59 -5.31
C -30.465 29.410 13.928 0.05 0.53 0.77
C -32.797 31.146 11.472 -0.87 0.49 0.81
C -34.604 27.839 14.485 -1.05 -0.59 -0.38
C -33.233 34.207 15.244 1.61 -0.53 0.01
C -32.987 32.957 14.439 -0.51 -0.23 -0.56
C -28.787 33.779 11.315 0.38 -0.03 -0.28
C -31.365 26.428 9.483 0.79 0.29 1.16
C -33.309 32.148 17.934 -0.29 0.41 -0.52
H -35.606 27.719 14.897 -0.08 -0.97 -0.40
H -32.307 34.499 15.739 -0.09 -0.24 0.75
H -31.824 30.991 11.006 -0.64 -0.56 -0.69
H -32.149 25.674 9.416 -0.10 0.23 -0.11
H -29.222 34.700 10.924 0.30 0.03 0.37
H -27.708 33.811 11.461 -0.07 0.58 0.11
H -31.415 29.917 14.100 -0.20 -0.50 -0.27
H -28.906 32.990 10.573 -0.66 -0.34 0.63
H -34.633 28.150 13.441 0.15 0.14 0.27
H -32.899 30.475 12.325 0.43 0.34 0.35
H -33.354 35.077 14.597 -1.18 0.01 0.10
H -31.461 27.232 8.753 -0.35 0.08 -0.32
H -32.170 33.073 13.727 0.14 0.08 0.17
H -33.005 31.815 18.926 -0.36 0.67 0.21
H -32.905 32.203 11.718 -0.06 -0.29 0.32
H -32.826 32.068 15.048 0.24 0.23 0.10
H -32.416 32.104 17.310 -0.31 -0.12 -0.28
H -29.746 29.917 14.572 0.21 0.06 -0.55
H -30.384 25.977 9.335 0.02 -0.14 -0.10
H -34.152 31.548 17.592 0.44 -0.33 -0.24
H -33.881 32.726 13.860 -0.08 0.00 -0.11
H -30.194 29.369 12.873 -0.03 -0.24 0.09
H -33.917 27.000 14.593 -0.34 0.00 0.17
```
Forces are in eV/Å.

The value obtained for the HOMO-LUMO gap (spin up / spin down) is 2.3 / 6.4 eV. The spin multiplicity is 2. The value obtained for the lowest unoccupied orbital energy (spin up / spin down) is 0.06275 / 0.06274 hartree. The net charge is -1. As for the expectation value of S²: 0.7532.